P | A cluster of 2 separate species, C4H11NO2 in total, computed with wB97M-V/def2-TZVPD.

Summary:
HOMO level (spin up / spin down) = -14.4 / -14.4 eV
⟨S²⟩ = 0.756
Net charge = +1
Gap between HOMO and LUMO (spin up / spin down) = 9.1 / 5.4 eV
Multiplicity = 2

Last column: Löwdin charge in e.
Element x y z (Å)
C: -2.677 -0.566 -0.105  -0.101
C: -1.271 -0.360 -0.558  -0.215
C: -0.569 0.654 0.451  -0.083
C: 0.428 1.423 -0.311  -0.291
N: 1.621 0.742 -0.663  0.256
O: 0.245 2.721 -0.458  0.331
H: -2.886 -0.066 0.926  0.115
H: -3.385 -0.044 -0.858  0.121
H: -3.074 -1.518 0.039  0.054
H: -1.153 -0.040 -1.588  0.116
H: -0.678 -1.292 -0.391  0.131
H: -0.089 0.169 1.303  0.155
H: -1.342 1.489 0.694  0.165
H: 1.365 -0.034 -1.305  0.162
H: 2.371 1.263 -0.923  0.084
H: 2.096 -4.194 1.750  0.056
H: 2.770 -2.873 1.513  0.064
O: 1.905 -3.342 1.285  -0.119

=====

Q | A cluster of 2 separate species, C4H11NO2 in total, computed with wB97M-V/def2-TZVPD.

Summary:
HOMO level (spin up / spin down) = -15.1 / -15.0 eV
⟨S²⟩ = 0.754
Net charge = +1
Gap between HOMO and LUMO (spin up / spin down) = 12.0 / 6.6 eV
Multiplicity = 2

Last column: Löwdin charge in e.
Element x y z (Å)
C: 0.947 0.978 2.619  0.029
C: 0.289 1.443 1.382  -0.545
O: -0.777 2.215 1.623  0.138
O: 0.689 1.311 0.235  0.050
H: 1.295 1.897 3.103  0.116
H: 1.832 0.405 2.400  0.088
H: 0.361 0.456 3.366  0.103
C: -0.217 -0.765 -1.969  -0.238
C: -1.359 -1.681 -1.531  -0.051
N: 0.963 -0.984 -1.232  0.293
H: -0.157 -0.950 -3.038  0.147
H: -0.490 0.300 -1.832  0.166
H: -1.548 -1.669 -0.452  0.089
H: -1.001 -2.704 -1.676  0.094
H: 1.686 -0.283 -1.450  0.161
H: 0.861 -0.917 -0.209  0.141
H: -1.131 2.463 0.753  0.139
H: -2.243 -1.518 -2.091  0.079

=====

Ranked by calculated energy, most stable first: Q, P.

=====

P | The ion C4H11NO2 with charge +1, computed with wB97M-V/def2-TZVPD.

Summary:
HOMO level (spin up / spin down) = -14.7 / -14.7 eV
⟨S²⟩ = 0.754
Net charge = +1
Gap between HOMO and LUMO (spin up / spin down) = 11.3 / 6.3 eV
Multiplicity = 2

Last column: Löwdin charge in e.
Element x y z (Å)
C: -0.316 -0.363 0.255  -0.093
C: 0.084 0.798 1.171  -0.397
C: -1.102 1.194 2.013  -0.033
O: 0.504 1.929 0.388  -0.003
N: 0.793 -0.807 -0.520  0.203
C: 0.623 -1.453 -1.838  -0.200
O: 0.156 -0.532 -2.746  0.023
H: -0.580 -1.184 0.941  0.184
H: -1.090 -0.033 -0.437  0.158
H: 0.941 0.626 1.829  0.156
H: -1.419 0.363 2.655  0.096
H: -0.808 1.956 2.718  0.095
H: -1.969 1.503 1.438  0.099
H: 0.309 1.753 -0.538  0.086
H: 1.558 -1.299 -0.040  0.190
H: -0.081 -2.265 -1.789  0.156
H: 1.594 -1.893 -2.076  0.152
H: 0.802 -0.293 -3.423  0.129

=====

Q | A cluster of 2 separate species, C4H11NO2 in total, computed with wB97M-V/def2-TZVPD.

Summary:
HOMO level (spin up / spin down) = -14.1 / -14.1 eV
⟨S²⟩ = 0.757
Net charge = +1
Gap between HOMO and LUMO (spin up / spin down) = 9.4 / 5.0 eV
Multiplicity = 2

Last column: Löwdin charge in e.
Element x y z (Å)
O: -0.917 0.681 1.189  0.154
C: -1.389 0.018 0.330  -0.111
C: -0.398 -0.645 -0.752  -0.230
C: 1.007 0.059 -0.782  -0.176
C: 1.843 -1.022 -1.497  -0.125
N: -1.200 -0.645 -2.032  0.311
H: -2.454 -0.425 0.326  0.185
H: -0.275 -1.683 -0.296  0.193
H: 1.391 0.168 0.379  0.181
H: 1.024 0.969 -1.294  0.098
H: 1.675 -2.179 -1.206  0.142
H: 2.044 -0.758 -2.528  0.068
H: 2.929 -0.896 -1.123  0.107
H: -0.519 -0.437 -2.764  0.140
H: -2.065 -0.298 -2.204  0.091
H: 0.962 1.393 2.400  -0.016
H: -0.278 1.695 2.951  0.053
O: 0.616 1.382 3.284  -0.064

=====

R | The ion C4H11NO2 with charge +1, computed with wB97M-V/def2-TZVPD.

Summary:
HOMO level (spin up / spin down) = -14.7 / -14.5 eV
⟨S²⟩ = 0.754
Net charge = +1
Gap between HOMO and LUMO (spin up / spin down) = 11.6 / 6.2 eV
Multiplicity = 2

Last column: Löwdin charge in e.
Element x y z (Å)
C: 0.683 -0.184 -0.102  -0.145
C: 0.192 0.851 -1.150  -0.130
C: 1.154 2.042 -1.097  -0.256
O: 1.528 2.438 0.191  -0.030
N: -0.198 -1.340 -0.139  0.194
C: -1.230 -1.376 0.940  -0.223
O: -1.888 -2.555 1.040  0.040
H: 0.679 0.355 0.847  0.141
H: 1.670 -0.550 -0.375  0.149
H: 0.146 0.379 -2.129  0.122
H: -0.852 1.174 -1.071  0.122
H: 0.727 2.891 -1.628  0.134
H: 2.047 1.739 -1.632  0.130
H: 0.752 2.808 0.630  0.110
H: 0.400 -2.169 -0.012  0.181
H: -1.954 -0.606 0.663  0.158
H: -0.617 -1.177 1.830  0.168
H: -2.847 -2.447 1.122  0.134

=====

Ranked by calculated energy, most stable first: P, R, Q.

=====

P | A structure of composition C3H4N2, computed with wB97M-V/def2-TZVPD.

Summary:
HOMO level = -9.6 eV
Gap between HOMO and LUMO = 8.8 eV

Last column: Löwdin charge in e.
Element x y z (Å)
C: -0.393 0.525 -0.128  -0.252
C: 1.476 0.184 -0.243  0.183
N: -1.529 0.841 0.340  0.113
N: 0.460 -1.809 0.870  0.126
C: 0.517 -0.759 0.199  -0.460
H: -1.929 1.645 -0.145  0.056
H: -0.447 -1.880 1.336  0.060
H: 0.050 1.174 -0.943  0.118
H: 1.796 0.080 -1.286  0.057

=====

Q | The molecule C3H4N2, computed with wB97M-V/def2-TZVPD.

Summary:
HOMO level = -9.2 eV
Gap between HOMO and LUMO = 10.1 eV

Last column: Löwdin charge in e.
Element x y z (Å)
C: 0.822 0.749 0.251  -0.116
C: 1.122 -0.630 0.036  -0.191
N: 0.045 -1.388 -0.051  0.030
N: -0.992 -0.531 -0.003  -0.031
C: -0.585 0.736 0.160  -0.177
H: 0.614 1.502 -0.601  0.125
H: 2.098 -1.103 0.020  0.093
H: -1.929 -0.889 -0.106  0.148
H: -1.285 1.560 0.286  0.119

=====

Ranked by calculated energy, most stable first: Q, P.

=====

P | The molecule C3H4N2, computed with wB97M-V/def2-TZVPD.

Summary:
HOMO level = -10.4 eV
Gap between HOMO and LUMO = 11.0 eV

Last column: Löwdin charge in e.
Element x y z (Å)
N: 2.082 0.169 -0.229  0.190
C: 1.053 -0.122 0.122  -0.237
C: -0.212 -0.355 0.559  -0.266
C: -1.070 0.672 0.142  -0.264
N: -1.087 -0.420 -0.654  0.050
H: -0.558 -0.899 1.489  0.177
H: -0.978 1.649 -0.299  0.117
H: -2.169 0.794 0.532  0.151
H: -1.885 -0.957 -0.481  0.082

=====

Q | The molecule C3H4N2, computed with wB97M-V/def2-TZVPD.

Summary:
HOMO level = -10.7 eV
Gap between HOMO and LUMO = 11.6 eV

Last column: Löwdin charge in e.
Element x y z (Å)
C: 1.436 0.654 0.108  -0.062
N: 0.255 0.755 -0.292  -0.019
C: -0.518 -0.512 -0.180  -0.233
C: -1.900 -0.217 -0.086  -0.226
N: -2.953 0.139 0.185  0.161
H: 2.011 1.501 0.052  0.044
H: 1.866 -0.252 0.560  0.086
H: -0.045 -1.069 0.708  0.139
H: -0.150 -0.998 -1.056  0.109

=====

Ranked by calculated energy, most stable first: Q, P.

=====

P | A cluster of 10 separate species, C5H32N2O9S in total, computed with wB97M-V/def2-TZVPD.

Summary:
HOMO level = -8.9 eV
Gap between HOMO and LUMO = 8.9 eV

Last column: Löwdin charge in e.
Element x y z (Å)
C: 3.409 3.582 -0.249  -0.148
N: 4.087 2.557 0.478  -0.156
C: 3.475 1.220 0.468  -0.204
C: 2.674 0.701 -0.819  -0.432
C: 3.510 -0.446 -1.409  -0.545
S: 3.121 -0.887 -3.144  0.694
N: 1.353 0.039 -0.584  -0.067
C: 0.392 1.152 -0.088  -0.047
H: 3.961 4.006 -1.097  0.079
H: 2.403 3.032 -0.526  0.079
H: 3.306 4.480 0.416  0.084
H: 5.072 2.400 0.144  0.122
H: 4.258 0.487 0.888  0.132
H: 2.553 1.251 1.295  0.142
H: 2.616 1.588 -1.434  0.104
H: 3.226 -1.411 -0.736  0.118
H: 4.656 -0.566 -1.432  0.087
H: 1.788 -0.933 -3.141  -0.187
H: 1.571 -0.650 0.104  0.073
H: 0.821 2.166 0.323  0.123
H: -0.119 0.704 0.811  0.063
H: -0.317 1.203 -0.791  0.016
O: -0.755 -1.477 0.789  -0.109
H: -0.763 -1.992 1.643  0.082
H: -0.292 -0.580 1.018  0.048
O: -3.695 1.803 3.571  -0.036
H: -2.761 1.674 3.644  -0.030
H: -4.251 1.118 3.912  0.019
O: -5.336 -1.202 0.678  0.040
H: -4.781 -1.571 0.032  0.000
H: -5.582 -0.501 0.310  -0.093
O: -3.118 -0.632 0.145  -0.078
H: -2.196 -0.742 0.507  0.012
H: -3.243 -0.905 -0.742  -0.013
O: -2.143 -3.608 -0.310  -0.026
H: -2.235 -3.145 0.503  -0.008
H: -2.340 -3.075 -1.042  -0.051
O: -0.717 2.069 3.559  0.031
H: -0.311 1.395 4.063  0.039
H: -0.685 2.875 3.928  -0.011
O: -2.315 -1.894 -2.414  0.005
H: -1.413 -1.956 -2.340  0.007
H: -2.578 -0.992 -2.400  0.031
O: -0.515 0.430 -2.910  -0.042
H: 0.005 0.251 -2.190  -0.080
H: -0.059 0.775 -3.726  0.093
O: -2.112 -1.533 3.650  -0.133
H: -2.826 -0.829 3.880  0.068
H: -2.614 -2.439 3.749  0.104

=====

Q | A cluster of 10 separate species, C5H32N2O9S in total, computed with wB97M-V/def2-TZVPD.

Summary:
HOMO level = -8.9 eV
Gap between HOMO and LUMO = 9.0 eV

Last column: Löwdin charge in e.
Element x y z (Å)
C: 1.184 1.251 1.616  -0.056
N: 1.223 0.279 0.470  -0.244
C: 2.067 -0.874 0.814  -0.095
C: -0.160 -0.193 0.232  -0.170
C: -0.905 0.843 -0.700  -0.449
N: -2.262 1.066 -0.143  0.044
C: -0.932 0.218 -2.070  -0.556
S: -1.500 1.434 -3.289  0.726
H: 1.345 0.716 2.577  0.088
H: 2.071 1.859 1.459  0.086
H: 0.252 1.820 1.677  0.067
H: 3.146 -0.648 0.730  0.097
H: 1.849 -1.354 1.788  0.056
H: 1.801 -1.640 0.076  0.060
H: -0.746 -0.119 1.185  0.102
H: -0.297 -1.183 -0.158  0.078
H: -0.246 1.709 -0.649  0.099
H: -2.505 2.050 -0.281  0.073
H: -2.907 0.596 -0.768  0.063
H: -1.486 -0.726 -2.130  0.087
H: 0.056 -0.149 -2.364  0.045
H: -0.748 2.494 -2.928  -0.144
O: -1.731 2.310 3.361  -0.056
H: -2.180 1.875 2.628  0.012
H: -1.530 3.212 3.111  0.041
O: 3.107 -0.922 -3.412  -0.059
H: 2.271 -1.360 -3.644  0.024
H: 3.151 -1.191 -2.483  0.031
O: -1.231 -1.210 3.858  -0.077
H: -2.139 -1.019 4.137  0.057
H: -0.949 -0.283 3.714  0.048
O: 1.401 4.008 -0.860  -0.088
H: 1.975 3.342 -1.298  -0.002
H: 0.482 3.753 -0.913  -0.007
O: 0.610 -2.379 -2.313  -0.059
H: 0.332 -2.631 -1.418  0.006
H: 0.799 -3.228 -2.736  0.064
O: 0.340 -3.542 0.630  -0.095
H: -0.189 -4.266 1.018  0.054
H: 0.721 -3.258 1.508  0.007
O: 1.000 -2.568 3.073  -0.070
H: 1.518 -3.019 3.746  0.079
H: 0.291 -2.022 3.460  0.021
O: -3.359 -1.745 2.532  -0.062
H: -2.795 -2.363 2.072  0.037
H: -3.423 -0.851 2.162  0.042
O: 2.191 1.757 -1.957  -0.068
H: 2.657 1.320 -2.671  0.038
H: 1.835 1.139 -1.285  0.023

=====

Ranked by calculated energy, most stable first: Q, P.

=====

P | A cluster of 2 separate species, C7H15NO in total, computed with wB97M-V/def2-TZVPD.

Summary:
HOMO level = -8.1 eV
Gap between HOMO and LUMO = 8.8 eV

Last column: Löwdin charge in e.
Element x y z (Å)
C: -2.700 -2.273 0.137  -0.010
C: -1.658 -1.458 0.303  -0.164
C: -1.773 -0.204 1.125  -0.235
N: -0.547 0.589 1.266  -0.063
C: -0.233 1.345 0.121  -0.171
C: 0.927 1.206 -0.533  -0.115
C: 1.244 2.119 -1.691  -0.260
C: 2.199 1.381 -2.675  -0.118
H: -3.726 -2.136 0.447  0.058
H: -2.490 -3.228 -0.330  0.046
H: -0.682 -1.831 0.020  0.088
H: -2.255 -0.361 2.092  0.117
H: -2.509 0.456 0.644  0.117
H: 0.192 0.036 1.694  0.097
H: -1.004 2.094 -0.024  0.123
H: 1.623 0.481 -0.137  0.092
H: 0.335 2.258 -2.283  0.099
H: 1.529 3.148 -1.467  0.102
H: 2.103 1.698 -3.714  0.063
H: 1.932 0.323 -2.731  0.064
H: 3.213 1.448 -2.281  0.066
O: 1.704 -2.166 1.987  -0.070
H: 2.161 -1.643 1.303  0.037
H: 1.156 -2.870 1.606  0.040

=====

Q | The molecule C7H15NO, computed with wB97M-V/def2-TZVPD.

Summary:
HOMO level = -9.7 eV
Gap between HOMO and LUMO = 10.7 eV

Last column: Löwdin charge in e.
Element x y z (Å)
H: 3.180 -0.502 -1.359  0.062
N: 2.533 -0.442 -0.577  0.085
C: 1.547 -1.233 -0.607  -0.236
C: 0.597 -1.309 0.539  -0.153
C: -0.826 -0.812 0.226  -0.331
C: -1.498 -1.681 -0.838  -0.063
C: -0.862 0.675 -0.191  -0.377
O: -2.190 1.049 -0.518  -0.041
C: -0.277 1.622 0.877  -0.205
C: 1.138 2.090 0.564  -0.114
H: 1.288 -1.838 -1.486  0.116
H: 0.524 -2.360 0.840  0.121
H: 1.016 -0.735 1.365  0.111
H: -1.408 -0.901 1.154  0.143
H: -2.511 -1.333 -1.020  0.074
H: -0.958 -1.630 -1.779  0.074
H: -1.541 -2.718 -0.513  0.080
H: -0.307 0.797 -1.127  0.150
H: -2.723 1.000 0.284  0.098
H: -0.936 2.494 0.932  0.110
H: -0.305 1.138 1.858  0.107
H: 1.854 1.230 0.274  0.055
H: 1.540 2.652 1.404  0.066
H: 1.124 2.748 -0.303  0.070

=====

Ranked by calculated energy, most stable first: Q, P.